Molecular formula: C31H45F19NO13S
Method: DFT, ωB97M-V with the def2-TZVPD basis set

Output
highest occupied orbital energy: -12.4 eV
energy relative to the best compared isomer or geometry (same formula, charge and spin): 0.0 kcal/mol
charge: +1
max |F|: 1.2 eV/A

Each line ends with the Mulliken charge.
Geometry (Å):
F  6.21  3.62  2.47  -0.3251
C  6.05  2.25  2.51  -0.6790
C  4.57  1.91  2.43  1.0403
C  3.98  2.41  1.11  -1.4747
C  2.47  2.25  1.01  0.8300
S  1.95  2.54  -0.74  -0.1424
C  1.69  3.18  1.95  -0.5305
O  0.56  2.54  2.49  -0.5176
C  0.98  1.52  3.36  -0.0444
C  1.58  0.36  2.56  -0.7290
N  2.11  0.79  1.21  0.0732
H  6.48  1.87  3.44  0.4201
H  6.59  1.82  1.66  0.2439
H  4.11  2.33  3.32  -0.3687
H  4.50  0.83  2.44  -0.0631
H  4.21  3.47  0.98  0.5894
H  4.43  1.86  0.28  0.3915
H  2.04  3.87  -0.79  0.2375
H  2.35  3.52  2.75  0.2041
H  1.33  4.04  1.39  0.4501
H  0.11  1.14  3.90  0.4393
H  1.69  1.91  4.10  0.0754
H  0.79  -0.37  2.36  0.5510
H  2.36  -0.13  3.13  0.3418
H  2.96  0.24  1.03  -0.1353
H  1.43  0.51  0.50  0.2392
C  8.40  -1.99  -2.02  -1.1388
C  8.25  -1.14  -0.78  -0.2673
O  6.90  -1.20  -0.25  -0.2493
C  6.61  -2.26  0.48  0.2345
O  7.32  -3.17  0.77  -0.4948
C  5.16  -2.15  0.97  0.9925
F  4.31  -1.76  0.00  -0.2748
F  5.06  -1.20  1.94  -0.2908
F  4.72  -3.29  1.47  -0.2403
H  7.66  -1.70  -2.77  0.3124
H  9.39  -1.87  -2.44  0.3863
H  8.25  -3.05  -1.79  0.3261
H  8.42  -0.09  -1.01  0.3023
H  8.96  -1.43  0.00  0.3612
C  -0.83  -0.22  -2.82  -1.2076
C  0.56  -0.75  -2.56  0.7292
O  0.59  -2.19  -2.55  -0.4021
C  0.61  -2.78  -3.74  0.3170
O  0.64  -2.24  -4.80  -0.5207
C  0.61  -4.31  -3.56  0.9315
F  -0.29  -4.67  -2.64  -0.2321
F  1.82  -4.72  -3.14  -0.2496
F  0.33  -4.92  -4.69  -0.2409
H  -1.53  -0.63  -2.09  0.3596
H  -0.83  0.87  -2.74  0.3899
H  -1.17  -0.49  -3.81  0.2940
H  0.91  -0.46  -1.57  -0.5920
H  1.28  -0.38  -3.29  0.4372
C  -3.30  -5.36  -1.96  -0.8584
C  -4.74  -5.02  -2.26  -0.2734
O  -5.19  -3.92  -1.43  -0.3195
C  -4.82  -2.71  -1.81  0.2388
O  -4.15  -2.42  -2.76  -0.5241
C  -5.40  -1.67  -0.85  1.0703
F  -5.22  -2.02  0.43  -0.2730
F  -6.71  -1.52  -1.06  -0.2653
F  -4.81  -0.49  -1.03  -0.2504
H  -3.17  -5.57  -0.90  0.3132
H  -2.99  -6.23  -2.54  0.4019
H  -2.65  -4.52  -2.22  0.1196
H  -5.40  -5.85  -2.03  0.3239
H  -4.88  -4.76  -3.31  0.3243
C  4.44  0.45  8.54  -1.0661
C  3.59  1.65  8.85  -0.2190
O  3.93  2.78  8.00  -0.3404
C  3.42  2.78  6.79  0.3774
O  2.69  1.96  6.29  -0.5384
C  3.85  4.05  6.04  0.8739
F  5.16  4.27  6.16  -0.2586
F  3.20  5.12  6.50  -0.2763
F  3.57  3.91  4.74  -0.2575
H  5.50  0.70  8.61  0.3149
H  4.22  -0.35  9.24  0.3736
H  4.25  0.08  7.53  0.2796
H  3.78  2.01  9.86  0.3171
H  2.53  1.44  8.76  0.3140
C  -3.53  -0.28  -9.32  -1.0922
C  -2.85  1.06  -9.44  -0.2072
O  -2.63  1.66  -8.14  -0.3205
C  -1.58  1.22  -7.47  0.3243
O  -0.79  0.39  -7.81  -0.5131
C  -1.48  1.98  -6.13  0.9712
F  -2.65  2.05  -5.51  -0.2649
F  -1.03  3.22  -6.34  -0.2785
F  -0.62  1.37  -5.32  -0.2447
H  -4.46  -0.19  -8.76  0.3049
H  -3.75  -0.67  -10.31  0.3700
H  -2.89  -1.00  -8.80  0.3172
H  -3.48  1.77  -9.97  0.3131
H  -1.90  0.99  -9.97  0.3153
C  -8.39  0.46  0.59  -0.8089
C  -8.55  1.45  1.73  -0.3852
O  -9.92  1.54  2.17  -0.3037
C  -10.33  0.58  2.98  0.3228
O  -9.69  -0.34  3.39  -0.5090
C  -11.80  0.83  3.38  0.9204
F  -12.54  1.15  2.32  -0.2457
F  -11.86  1.85  4.25  -0.2526
F  -12.32  -0.25  3.96  -0.2353
H  -9.06  0.73  -0.23  0.2962
H  -7.37  0.48  0.23  0.1678
H  -8.64  -0.55  0.91  0.3625
H  -8.29  2.45  1.41  0.3316
H  -7.92  1.19  2.58  0.3324

Molecular formula: C31H45IrO3
Method: DFT, ωB97M-V with the def2-TZVPD basis set

Output
2S+1: 6
highest occupied orbital energy (alpha / beta): -7.1 / -11.9 eV
charge: +1
max |F|: 5.8 eV/A

Each line ends with the Mulliken charge.
Geometry (Å):
O  2.63  3.73  -5.40  -0.5416
C  2.98  3.01  -6.64  -0.5528
C  3.79  1.95  -5.86  -0.9277
H  3.62  3.60  -7.31  0.3079
H  2.11  2.57  -7.16  0.2787
C  3.42  2.79  -4.62  2.3085
H  4.85  1.90  -6.05  0.3702
H  3.31  0.98  -5.84  0.2466
C  4.54  3.53  -3.92  -1.6272
H  5.31  3.85  -4.65  0.4591
H  5.04  2.85  -3.22  0.3261
H  4.12  4.36  -3.33  0.2535
C  2.62  1.94  -3.65  -1.6686
H  1.59  1.83  -3.98  -0.0342
H  2.60  2.32  -2.62  0.0238
H  3.04  0.92  -3.60  0.4842
Ir  0.17  1.24  -0.36  0.6500
C  -1.17  -0.36  -0.73  0.3847
C  -1.93  0.86  -0.75  -0.8446
C  -1.48  1.67  -1.85  -0.8512
H  -2.73  1.11  -0.05  0.5191
C  -0.43  0.94  -2.49  0.2839
C  -0.22  -0.30  -1.81  -1.3028
H  0.50  -1.07  -2.08  0.4445
H  -1.34  -1.19  -0.05  0.3483
H  -1.87  2.63  -2.15  0.6352
H  0.13  1.30  -3.35  0.8675
C  0.42  0.73  1.67  0.6651
C  1.33  -0.04  0.86  -0.7802
C  2.26  0.87  0.25  -0.9172
H  1.33  -1.13  0.75  0.6099
C  1.95  2.19  0.69  -0.4352
C  0.79  2.12  1.54  -0.6867
H  0.25  2.95  1.99  0.5638
H  -0.40  0.33  2.27  0.1542
H  3.04  0.61  -0.46  0.4205
H  2.47  3.09  0.38  0.5438
O  0.38  3.64  -0.84  -0.0480
C  1.32  4.64  -1.41  0.0031
C  0.54  5.91  -1.69  -0.7420
H  1.78  4.22  -2.35  -0.3403
H  2.16  4.87  -0.71  0.3224
C  -0.81  5.70  -0.99  -0.6617
H  0.42  6.02  -2.77  0.2543
H  1.05  6.82  -1.33  0.3829
C  -0.69  4.40  -0.23  -0.5318
H  -1.59  5.57  -1.77  0.2424
H  -1.09  6.54  -0.35  0.3477
H  -1.58  3.77  -0.27  0.3289
H  -0.47  4.58  0.84  0.2433
C  -4.05  -3.63  1.70  -1.3473
C  -2.92  -3.71  2.74  0.3878
C  -1.57  -3.76  2.03  -0.6011
C  -3.01  -2.56  3.75  0.1817
C  -3.20  -2.82  5.09  -0.9797
C  -3.23  -1.78  6.03  -1.0142
C  -3.05  -0.45  5.62  -0.8076
C  -2.91  -0.11  4.29  0.0598
C  -2.69  1.34  3.84  2.0336
C  -3.58  1.77  2.67  -0.5474
C  -2.79  2.34  4.99  -1.9339
C  -2.84  -1.19  3.30  0.9149
O  -2.58  -0.94  2.09  -0.3981
H  -3.80  -2.85  0.96  0.1537
H  -5.01  -3.38  2.17  0.3573
H  -4.15  -4.60  1.17  0.4343
H  -3.05  -4.64  3.32  0.5972
H  -1.48  -2.88  1.38  -0.4317
H  -0.75  -3.73  2.76  0.3560
H  -1.48  -4.67  1.42  0.4742
H  -3.33  -3.86  5.42  0.3983
H  -3.37  -2.00  7.08  0.3890
H  -3.03  0.33  6.37  0.3913
H  -1.65  1.38  3.46  -0.4962
H  -4.64  1.58  2.88  0.3760
H  -3.46  2.84  2.47  0.3695
H  -3.29  1.20  1.77  -0.3861
H  -2.05  2.13  5.77  0.4540
H  -2.61  3.36  4.63  0.4229
H  -3.79  2.32  5.45  0.4115

Molecular formula: C31H46N8O2S2SeV
Method: DFT, ωB97M-V with the def2-TZVPD basis set

Output
2S+1: 2
highest occupied orbital energy (alpha / beta): -6.0 / -5.2 eV
energy relative to the best compared isomer or geometry (same formula, charge and spin): 41.3 kcal/mol
max |F|: 4.3 eV/A

Each line ends with the Mulliken charge.
Geometry (Å):
V  -0.17  0.19  -1.52  0.6191
N  3.35  2.01  -3.07  -0.4424
C  2.42  1.09  -2.63  0.3992
S  1.02  0.87  -3.61  -0.4807
N  2.63  0.47  -1.52  -1.2914
N  1.61  -0.30  -1.05  1.2086
C  2.00  -1.26  -0.25  -0.8282
C  1.15  -2.26  0.27  0.6995
C  1.66  -3.29  1.07  -0.8332
C  0.84  -4.28  1.56  -0.4708
C  -0.51  -4.29  1.23  -0.6969
C  -1.04  -3.31  0.41  -0.6483
C  -0.24  -2.26  -0.07  0.7666
O  -0.71  -1.36  -0.85  -0.5671
H  3.30  2.23  -4.05  0.2519
H  4.28  1.90  -2.70  0.2522
H  3.06  -1.30  -0.03  0.3230
H  2.72  -3.31  1.28  0.3663
H  1.24  -5.07  2.18  0.4279
H  -1.14  -5.09  1.59  0.4051
H  -2.08  -3.34  0.12  0.4644
C  -5.14  1.78  -3.68  -1.3126
C  -4.48  1.45  -2.34  -0.3394
C  -3.07  1.90  -2.27  0.2838
N  -2.05  1.23  -1.87  -0.7739
N  -0.91  1.89  -1.85  0.5023
C  -0.99  3.12  -2.28  0.0653
N  0.07  3.99  -2.37  -0.3526
S  -2.64  3.58  -2.70  -0.2442
H  -6.19  1.52  -3.64  0.4004
H  -4.66  1.22  -4.49  0.3242
H  -5.05  2.84  -3.90  0.3804
H  -4.50  0.37  -2.14  0.3041
H  -5.04  1.95  -1.54  0.2845
H  0.96  3.51  -2.34  0.2189
H  0.00  4.65  -3.14  0.2731
C  1.33  2.65  0.87  -0.5473
C  -0.15  2.90  1.12  0.0133
O  -0.81  1.66  0.99  0.5478
C  -2.18  1.72  1.34  -0.1034
C  -2.75  0.31  1.34  -0.9480
H  1.91  3.55  1.06  0.4840
H  1.48  2.33  -0.15  -0.0601
H  1.65  1.86  1.54  -0.1261
H  -0.56  3.63  0.40  0.3048
H  -0.30  3.30  2.14  -0.0568
H  -2.73  2.36  0.62  0.3214
H  -2.29  2.18  2.34  -0.1187
H  -2.55  -0.15  0.37  0.0647
H  -3.82  0.33  1.52  0.5580
H  -2.25  -0.28  2.11  0.0775
C  4.28  -0.81  3.08  -0.7821
C  4.04  -0.95  4.57  -0.2878
C  3.63  -2.36  4.99  -0.7266
C  2.19  -2.71  4.61  -0.3195
N  1.24  -1.93  5.36  0.5265
C  0.53  -0.87  4.87  -0.0228
Se  0.50  -0.26  3.17  -0.4945
N  -0.20  -0.35  5.89  0.3817
C  -1.02  0.83  5.79  -0.9210
C  -0.25  2.06  6.27  -0.0209
C  -1.16  3.26  6.53  -0.7512
C  -1.78  3.84  5.26  -0.9547
C  0.05  -1.05  7.04  0.4966
C  -0.41  -0.90  8.33  -0.6040
C  0.06  -1.79  9.28  -0.6735
C  0.96  -2.79  8.95  -0.8007
C  1.43  -2.95  7.66  -0.6134
C  0.97  -2.06  6.70  0.5749
H  4.72  0.16  2.85  0.4106
H  3.35  -0.90  2.52  -0.1092
H  4.97  -1.58  2.73  0.3594
H  3.27  -0.24  4.88  0.0969
H  4.96  -0.68  5.11  0.4011
H  3.74  -2.46  6.07  0.3833
H  4.29  -3.09  4.52  0.5121
H  2.00  -3.77  4.82  0.4770
H  2.01  -2.53  3.55  -0.6767
H  -1.91  0.68  6.40  0.3215
H  -1.31  0.93  4.74  -0.2517
H  0.51  2.32  5.53  0.1679
H  0.27  1.80  7.20  0.4117
H  -0.56  4.04  7.02  0.3476
H  -1.95  2.96  7.22  0.3357
H  -1.00  4.12  4.56  0.1834
H  -2.35  4.73  5.50  0.4212
H  -2.44  3.12  4.79  0.2404
H  -1.11  -0.12  8.59  0.4024
H  -0.28  -1.70  10.30  0.3984
H  1.30  -3.46  9.72  0.3965
H  2.12  -3.74  7.41  0.4132

Molecular formula: C31H47AlBrO2P2
Method: DFT, ωB97M-V with the def2-TZVPD basis set

Output
highest occupied orbital energy (alpha / beta): -9.0 / -9.0 eV
energy relative to the best compared isomer or geometry (same formula, charge and spin): 149.8 kcal/mol
charge: +1
max |F|: 7.2 eV/A

Each line ends with the Mulliken charge.
Geometry (Å):
Al  1.42  1.63  -0.46  -0.1752
C  1.15  1.16  2.15  1.0166
C  2.19  1.77  1.26  0.5327
C  0.25  3.10  1.22  0.1485
C  0.03  2.00  2.12  0.3282
C  1.55  3.00  0.63  1.8261
C  1.50  0.18  3.21  -0.9716
H  2.47  -0.28  3.04  0.4764
H  0.72  -0.58  3.36  -0.1116
H  1.58  0.74  4.17  0.3533
C  -1.12  1.89  3.10  -1.1123
H  -1.47  0.82  3.21  0.1286
H  -1.98  2.59  2.86  0.3565
H  -0.71  2.13  4.11  0.2348
C  -0.57  4.32  1.11  -2.0980
H  -0.37  5.02  1.93  0.3658
H  -1.63  4.08  1.21  0.4764
H  -0.49  4.92  0.20  0.4014
C  2.34  4.00  -0.08  -1.7818
H  2.86  4.56  0.69  0.3122
H  1.66  4.60  -0.67  0.4244
H  3.16  3.63  -0.72  0.4214
C  3.59  1.37  1.07  -1.8005
H  4.03  1.84  1.97  0.4136
H  4.01  1.69  0.09  0.3678
H  3.66  0.26  1.14  0.3484
C  -0.92  -1.74  0.78  -0.1638
C  0.31  -2.28  0.89  -0.3313
C  1.25  -2.55  -0.22  -1.6675
C  1.14  -2.01  -1.71  -0.8942
C  1.09  -0.53  -2.00  0.0441
C  -0.11  0.29  -1.87  0.6127
C  -1.45  -0.28  -1.54  -0.7921
C  -1.58  -1.50  -0.57  -1.5218
H  1.11  -3.64  -0.30  0.4083
H  0.27  -2.52  -2.21  -0.0805
H  2.35  -2.53  -0.09  0.5088
H  -1.50  -2.48  -1.10  0.3014
H  -1.31  -1.22  1.65  0.5488
H  0.89  -2.18  1.79  0.6802
H  -2.63  -1.43  -0.16  0.4390
H  -2.00  0.51  -1.01  0.6891
H  -0.10  1.51  -1.67  0.2930
H  -2.08  -0.44  -2.48  0.1759
H  2.02  -2.53  -2.23  0.5938
H  2.06  -0.08  -2.32  0.4905
P  -0.10  -1.37  -4.10  1.0635
P  0.19  1.81  -3.82  1.4293
C  0.08  -0.40  -5.67  -1.3112
C  -0.36  1.05  -5.47  -1.4262
H  -0.51  -0.96  -6.44  0.5278
H  1.13  -0.41  -6.02  0.4364
H  -0.11  1.64  -6.37  0.6379
H  -1.44  1.06  -5.49  0.4587
C  -0.63  3.40  -4.13  -1.3539
H  -0.23  4.17  -3.47  0.4089
H  -1.69  3.35  -3.86  0.4097
H  -0.59  3.80  -5.16  0.4276
C  1.85  2.23  -4.42  -1.4587
H  1.98  2.61  -5.46  0.3959
H  2.52  1.37  -4.33  0.3837
H  2.28  3.01  -3.77  0.3908
C  -1.85  -1.90  -4.36  -1.7323
H  -2.23  -2.54  -3.55  0.3425
H  -1.98  -2.47  -5.30  0.4976
H  -2.51  -1.03  -4.39  0.5247
C  0.71  -2.84  -4.77  -1.4686
H  1.70  -2.63  -5.22  0.3865
H  0.10  -3.33  -5.56  0.4759
H  0.93  -3.65  -4.04  0.3973
Br  -0.71  -0.22  6.73  -0.1776
C  -1.55  -1.80  6.76  0.2547
C  -1.93  -2.29  8.04  -0.5687
C  -2.56  -3.50  8.12  -0.4302
C  -2.78  -4.22  6.94  -0.6600
C  -2.36  -3.73  5.71  -0.2698
C  -1.75  -2.51  5.61  0.3212
C  -1.30  -2.02  4.25  0.5639
O  -0.21  -2.49  3.84  -0.7721
O  -2.09  -1.19  3.73  -0.8009
H  -1.77  -1.65  8.94  0.2991
H  -2.91  -3.78  9.14  0.3135
H  -3.36  -5.12  6.99  0.3877
H  -2.62  -4.25  4.81  0.4790

Molecular formula: C31H47BN11O8PW
Method: DFT, ωB97M-V with the def2-TZVPD basis set

Output
2S+1: 3
highest occupied orbital energy (alpha / beta): -12.7 / -12.6 eV
energy relative to the best compared isomer or geometry (same formula, charge and spin): 14.1 kcal/mol
charge: +2
max |F|: 1.1 eV/A

Each line ends with the Mulliken charge.
Geometry (Å):
W  0.46  -1.14  -0.15  1.6994
C  0.44  2.51  5.57  -0.5462
O  -0.68  3.23  5.02  -0.5341
C  -0.39  4.10  4.01  0.3245
C  -0.39  5.46  4.26  -0.3858
C  -0.15  6.36  3.23  -0.6123
C  0.05  5.89  1.94  -1.0819
C  0.02  4.53  1.67  0.1416
C  -0.19  3.63  2.71  -0.0641
N  -0.34  2.23  2.51  0.4498
C  0.31  1.44  1.63  -0.0549
N  1.43  1.94  1.10  0.3525
C  2.28  1.40  0.12  -0.2368
C  2.02  0.25  -0.60  0.3490
C  3.01  -0.17  -1.51  -0.6432
C  4.16  0.55  -1.72  -1.1585
C  4.38  1.74  -1.01  -0.6135
C  3.45  2.16  -0.10  1.4065
O  3.54  3.28  0.66  -0.3906
C  4.70  4.10  0.52  -1.0267
N  -0.15  0.22  1.34  0.2869
C  -1.33  -0.18  2.08  -0.8936
C  -2.59  -0.03  1.50  0.1026
C  -3.74  -0.39  2.15  -0.7842
C  -3.66  -0.91  3.44  -0.8921
C  -2.43  -1.02  4.06  -0.2873
C  -1.26  -0.64  3.40  0.5004
O  -0.13  -0.61  4.18  -0.4695
C  1.05  -1.29  3.80  -0.4902
H  0.24  2.38  6.63  0.3310
H  1.36  3.09  5.45  0.3390
H  0.55  1.54  5.10  -0.0173
H  -0.56  5.80  5.27  0.4875
H  -0.14  7.42  3.43  0.4138
H  0.21  6.59  1.12  0.4706
H  0.11  4.18  0.65  0.3660
H  -1.04  1.79  3.10  0.3141
H  1.75  2.82  1.48  0.5216
H  2.87  -1.10  -2.06  0.5146
H  4.90  0.21  -2.42  0.5146
H  5.29  2.30  -1.18  0.5217
H  5.59  3.55  0.85  0.3901
H  4.54  4.96  1.16  0.2611
H  4.82  4.43  -0.51  0.3931
H  -2.64  0.42  0.51  0.0474
H  -4.71  -0.25  1.67  0.5148
H  -4.55  -1.21  3.97  0.4319
H  -2.34  -1.37  5.08  0.5455
H  1.71  -1.25  4.67  0.3731
H  1.55  -0.82  2.96  0.0652
H  0.83  -2.34  3.59  0.2665
B  -2.89  -4.33  -0.07  0.6260
C  -2.09  -2.99  -0.26  0.1194
N  -1.47  -2.01  -0.42  -0.8429
H  -4.01  -4.19  -0.48  -0.0620
H  -2.75  -4.72  1.05  -0.0795
H  -2.38  -5.16  -0.82  -0.5212
N  -0.22  -6.42  -1.27  0.0781
C  0.68  -5.25  -1.03  -0.6154
P  0.66  -3.96  -2.33  0.6629
O  1.54  -4.45  -3.45  -0.8758
O  0.96  -2.63  -1.71  -0.3140
C  -0.97  -3.95  -3.25  -0.5769
N  -0.56  -4.20  -4.67  -0.1455
H  -0.06  -7.13  -0.55  0.4647
H  -0.06  -6.86  -2.18  0.3710
H  -1.18  -6.09  -1.13  0.0843
H  1.71  -5.58  -0.96  0.5178
H  0.38  -4.81  -0.07  0.2741
H  -1.44  -2.98  -3.16  -0.2975
H  -1.68  -4.70  -2.92  0.6666
H  -0.68  -3.39  -5.27  0.3024
H  -1.03  -5.00  -5.10  0.3427
H  0.53  -4.39  -4.49  0.3888
O  2.31  -1.82  0.76  -0.5441
N  1.88  -2.96  1.10  0.7015
O  2.54  -3.87  1.46  -0.6367
O  0.59  -3.01  0.97  -0.7748
C  -0.58  1.71  -1.50  -0.9798
N  -0.55  0.25  -1.87  1.0657
C  0.25  0.16  -3.15  -0.4027
N  -0.28  0.99  -4.21  0.1272
C  -0.28  2.38  -3.75  -0.6498
N  -1.11  2.54  -2.56  0.2436
C  -2.47  2.12  -2.87  -0.7024
N  -2.50  0.72  -3.31  0.2318
C  -1.97  -0.11  -2.26  -0.1077
C  -1.65  0.60  -4.50  -0.6958
H  0.43  2.02  -1.27  0.1181
H  -1.21  1.82  -0.61  0.2092
H  0.26  -0.89  -3.46  -0.2403
H  1.27  0.47  -2.94  0.2787
H  -0.66  3.02  -4.55  0.3813
H  0.75  2.68  -3.52  0.3489
H  -2.87  2.75  -3.66  0.3582
H  -3.10  2.23  -1.98  0.3649
H  -1.97  -1.14  -2.60  -0.3739
H  -2.60  -0.03  -1.38  -0.0034
H  -2.05  1.23  -5.29  0.3526
H  -1.67  -0.44  -4.84  0.2484